Formula: C11H22F3O9Y
Source: the Open Molecules 2025 dataset
Level of theory: the ωB97M-V functional and the def2-TZVPD basis

Each line ends with the Mulliken charge.
Positions of all 46 atoms, in Å:
Y1 -0.07 -0.09 -1.19  1.55
O1 0.73 0.99 -3.16  -0.86
C1 0.88 0.06 -4.20  -0.43
C2 -0.06 -1.18 -4.17  -0.39
O2 -0.33 -1.71 -2.92  -0.73
H1 1.91 -0.33 -4.07  0.18
H2 0.92 0.56 -5.20  0.38
H3 0.33 -1.98 -4.82  0.39
H4 -1.07 -0.86 -4.55  0.03
O3 2.29 -4.44 -1.37  -1.03
C3 2.93 -3.34 -1.84  -0.25
C4 2.88 -1.99 -1.06  -0.94
O4 1.74 -1.43 -0.47  -0.07
H5 2.45 -3.18 -2.84  -0.13
H6 4.05 -3.48 -1.95  0.38
H7 3.21 -1.24 -1.83  0.09
H8 3.66 -1.97 -0.25  0.33
O5 -1.21 -1.68 0.15  -0.41
C5 -2.09 -1.32 1.17  -0.24
C6 -1.98 -1.79 2.68  0.11
O6 -1.43 -2.98 3.00  -1.03
H9 -3.11 -1.60 0.80  0.19
H10 -2.15 -0.19 1.17  -0.07
H11 -3.04 -1.82 3.07  0.29
H12 -1.47 -0.94 3.20  -0.51
C7 0.81 2.16 1.48  -0.12
O7 0.17 1.57 2.64  -0.08
O8 0.32 1.67 0.40  -0.83
C8 0.75 3.72 1.62  0.73
F1 -0.44 4.24 1.98  -0.30
F2 1.67 4.18 2.53  -0.29
F3 1.13 4.32 0.47  -0.29
C9 0.68 1.83 3.90  -0.22
C10 -0.17 1.07 4.91  -1.40
H13 0.11 1.43 5.92  0.44
H14 -1.23 1.21 4.71  0.32
H15 0.09 0.01 4.91  0.30
H16 0.60 2.90 4.19  0.23
H17 1.76 1.67 4.04  0.30
H18 1.90 1.97 1.58  0.12
C11 -3.03 0.63 -2.77  -0.69
O9 -2.25 0.85 -1.63  -0.09
H19 -3.61 -0.30 -2.72  0.32
H20 -3.88 1.32 -2.94  0.29
H21 -2.44 0.63 -3.68  0.17
H22 -2.87 0.85 -0.89  0.21

Summary:
Largest force on an atom   4.8 eV/Å
E   -39373.6007 eV
HOMO level   5.97 eV
Total charge   -4

=====

Formula: C11H22FN3O3P
Source: the Open Molecules 2025 dataset
Level of theory: the ωB97M-V functional and the def2-TZVPD basis

Each line ends with the Mulliken charge.
Positions of all 41 atoms, in Å:
C1 0.39 -3.26 0.86  -0.80
O1 -0.65 -2.37 0.45  -0.31
C2 -0.76 -2.25 -0.92  -0.62
N1 -0.21 -0.93 -1.31  0.26
C3 0.43 -0.08 -0.51  -0.26
N2 0.80 0.98 -1.22  0.18
C4 1.55 2.16 -0.78  -0.93
C5 2.91 2.27 -1.46  0.38
C6 3.61 0.94 -1.71  -1.16
F1 2.75 2.94 -2.66  -0.33
C7 0.38 0.83 -2.52  -0.55
C8 -0.25 -0.39 -2.57  -0.09
P1 -0.98 -1.10 -4.07  0.33
O2 -1.64 -2.39 -3.80  -0.57
H1 0.32 -3.37 1.93  0.29
H2 1.37 -2.87 0.60  0.33
H3 0.24 -4.24 0.42  0.36
H4 -0.18 -3.01 -1.44  0.49
H5 -1.79 -2.32 -1.27  0.38
H6 0.61 -0.22 0.54  0.65
H7 1.73 2.11 0.29  0.45
H8 0.96 3.05 -0.95  0.36
H9 3.55 2.86 -0.81  0.36
H10 3.28 0.58 -2.69  0.34
H11 3.30 0.18 -1.00  0.26
H12 4.68 1.04 -1.69  0.35
H13 0.54 1.56 -3.29  0.52
H14 -1.78 -0.06 -4.57  0.12
H15 0.10 -1.20 -4.97  0.12
C9 -1.67 -0.50 2.59  -0.91
C10 -1.11 0.34 3.71  0.69
O3 -0.01 0.11 4.18  -0.66
N3 -1.87 1.37 4.17  -0.16
C11 -3.19 1.79 3.73  -0.78
H16 -0.95 -1.27 2.36  -0.10
H17 -2.61 -0.98 2.88  0.54
H18 -1.84 0.11 1.70  0.35
H19 -1.43 1.89 4.91  0.24
H20 -3.15 2.82 3.37  0.27
H21 -3.89 1.74 4.56  0.28
H22 -3.55 1.15 2.93  0.31

Summary:
Largest force on an atom   1.6 eV/Å
E   -34376.6691 eV
HOMO level   -11.88 eV
Total charge   +1

=====

Formula: C11H22IrN4SSe
Source: the Open Molecules 2025 dataset
Level of theory: the ωB97M-V functional and the def2-TZVPD basis

Each line ends with the Mulliken charge.
Positions of all 40 atoms, in Å:
Ir1 -0.77 -1.03 -0.14  0.97
C1 -1.01 -1.68 2.70  -0.66
C2 -0.56 -3.01 2.14  -0.56
N1 -0.82 -3.01 0.66  -0.42
C3 0.10 -3.90 -0.10  -0.67
C4 1.51 -3.33 -0.13  -0.63
S1 1.45 -1.49 -0.24  0.01
C5 1.91 -0.97 1.46  -0.62
C6 0.85 -0.05 2.05  -0.74
N2 -0.55 -0.55 1.82  -0.44
H1 -2.10 -1.62 2.73  0.41
H2 -0.64 -1.53 3.72  0.40
H3 0.50 -3.19 2.30  0.19
H4 -1.10 -3.83 2.62  0.51
H5 -1.76 -3.37 0.51  0.42
H6 0.11 -4.90 0.33  0.38
H7 -0.30 -3.99 -1.11  0.40
H8 2.11 -3.58 0.74  0.39
H9 2.05 -3.67 -1.01  0.47
H10 2.09 -1.86 2.05  0.39
H11 2.86 -0.43 1.37  0.55
H12 1.02 0.06 3.12  0.40
H13 0.90 0.93 1.59  0.41
H14 -1.16 0.24 2.02  0.40
C7 1.35 1.68 -3.03  -0.76
N3 0.47 2.68 -2.43  0.11
C8 0.63 4.04 -2.54  -0.31
C9 -0.42 4.62 -1.91  -0.32
N4 -1.21 3.62 -1.41  0.14
C10 -2.48 3.82 -0.70  -0.81
C11 -0.65 2.44 -1.72  0.06
Se1 -1.48 0.75 -1.48  0.07
H15 2.06 2.19 -3.67  0.31
H16 0.77 0.99 -3.63  0.36
H17 1.90 1.15 -2.25  0.25
H18 1.46 4.48 -3.07  0.46
H19 -0.67 5.66 -1.78  0.46
H20 -2.72 4.88 -0.73  0.32
H21 -2.39 3.50 0.33  0.32
H22 -3.28 3.27 -1.21  0.38

Summary:
Largest force on an atom   0.2 eV/Å
E   -96717.3859 eV
HOMO level (alpha / beta)   -18.50 / -18.50 eV
Total charge   +3

=====

Formula: C11H22N3
Source: the Open Molecules 2025 dataset
Level of theory: the ωB97M-V functional and the def2-TZVPD basis

Each line ends with the Mulliken charge.
Positions of all 36 atoms, in Å:
C1 1.76 -0.34 -1.83  -1.17
C2 2.08 0.60 -0.96  0.11
C3 3.06 1.73 -0.80  -0.56
C4 2.71 1.67 0.75  -0.65
C5 1.70 0.66 0.37  0.87
N1 0.70 0.05 1.00  0.69
N2 0.83 -0.08 2.40  -0.87
N3 -0.45 -0.39 0.52  0.13
C6 -1.20 -1.46 1.04  -0.84
C7 -1.47 -2.64 0.14  -0.11
C8 -2.43 -3.59 0.93  -1.58
C9 -0.93 0.36 -0.62  -1.18
C10 -0.59 1.90 -0.70  -0.52
C11 -1.75 2.47 -1.55  -1.25
H1 1.09 -1.14 -1.51  0.35
H2 2.19 -0.44 -2.82  0.35
H3 4.15 1.63 -1.11  0.32
H4 2.82 2.61 -1.31  0.32
H5 2.30 2.53 1.35  0.29
H6 3.67 1.22 1.26  0.31
H7 1.83 -0.26 2.81  0.27
H8 0.11 0.39 2.92  0.23
H9 -2.11 -0.96 1.41  0.35
H10 -0.66 -1.78 2.01  0.48
H11 -2.06 -2.26 -0.66  0.29
H12 -0.57 -3.12 -0.14  0.39
H13 -2.56 -4.40 0.32  0.46
H14 -2.14 -3.95 1.88  0.41
H15 -3.36 -3.10 1.10  0.40
H16 -2.02 0.29 -0.53  0.66
H17 -0.43 -0.13 -1.51  0.33
H18 -0.62 2.29 0.26  0.46
H19 0.33 2.00 -1.14  0.24
H20 -2.73 2.57 -1.04  0.32
H21 -1.48 3.42 -1.87  0.45
H22 -1.80 1.64 -2.40  0.28

Summary:
Largest force on an atom   4.5 eV/Å
E   -16222.4909 eV
HOMO level   -12.23 eV
SMILES   C=C1CC/C1=[N+](\N)N(CCC)CCC
Total charge   +1

=====

Formula: C11H22N4O4
Source: the Open Molecules 2025 dataset
Level of theory: the ωB97M-V functional and the def2-TZVPD basis

Each line ends with the Mulliken charge.
Positions of all 41 atoms, in Å:
N1 1.87 -2.70 -5.49  -0.57
C1 1.37 -2.83 -4.20  -0.50
C2 -0.13 -2.76 -3.93  -0.61
C3 -0.65 -2.60 -2.45  -0.65
C4 -0.36 -1.24 -1.64  -1.39
C5 -1.26 -1.12 -0.43  0.20
N2 -0.81 0.24 0.12  -0.18
C6 -1.36 0.82 1.18  0.44
O1 -2.32 0.21 1.77  -0.73
C7 -0.98 2.07 1.72  0.26
N3 -2.17 2.78 2.28  -0.72
C8 0.09 1.81 2.82  -0.80
C9 0.97 3.07 3.06  -0.54
C10 2.38 2.86 3.54  0.43
N4 2.61 3.76 4.62  -0.53
O2 3.47 2.26 3.08  -0.63
C11 -1.17 -2.19 0.54  0.63
O3 -0.34 -3.10 0.48  -0.62
O4 -2.10 -2.21 1.45  -0.56
H1 1.96 -1.67 -5.88  0.25
H2 1.15 -3.33 -5.95  0.28
H3 1.76 -3.91 -3.95  0.24
H4 1.79 -2.05 -3.46  0.33
H5 -0.66 -3.75 -4.30  0.29
H6 -0.54 -2.01 -4.88  0.24
H7 -0.30 -3.49 -1.68  0.28
H8 -1.83 -2.60 -2.41  0.35
H9 -0.29 -0.26 -2.12  0.42
H10 0.63 -1.29 -1.18  0.55
H11 -2.26 -0.83 -0.83  0.28
H12 0.05 0.65 -0.44  0.40
H13 -0.50 2.81 0.92  0.32
H14 -2.73 1.96 2.70  0.32
H15 -2.65 3.35 1.65  0.25
H16 0.71 0.71 2.42  0.32
H17 -0.28 1.42 3.78  0.37
H18 0.35 3.66 3.80  0.25
H19 0.97 3.77 2.22  0.41
H20 2.08 4.75 4.61  0.27
H21 3.55 4.13 4.87  0.29
H22 -2.08 -1.15 1.61  0.37

Summary:
Largest force on an atom   6.8 eV/Å
E   -25909.8308 eV
HOMO level   -9.22 eV
SMILES   NCCCC[C@H](NC(=O)[C@@H](N)CCC(N)=O)C(=O)O
Total charge   0

=====

Formula: C11H22N4S
Source: the Open Molecules 2025 dataset
Level of theory: the ωB97M-V functional and the def2-TZVPD basis

Each line ends with the Mulliken charge.
Positions of all 38 atoms, in Å:
C1 2.91 -6.30 -1.38  -1.16
C2 1.40 -6.48 -1.55  -0.48
C3 0.58 -5.44 -0.79  -0.65
C4 0.72 -4.03 -1.35  -0.34
C5 -0.18 -3.04 -0.61  -0.91
C6 -0.15 -1.63 -1.21  -0.44
C7 1.18 -0.91 -0.99  -0.25
C8 1.21 0.50 -1.59  -1.08
C9 0.28 1.48 -0.90  -0.63
S1 0.76 1.70 0.86  -0.17
C10 -0.48 2.82 1.31  0.45
N1 -0.59 3.32 2.52  -0.80
N2 -1.67 4.14 2.43  0.17
C11 -2.16 4.08 1.17  0.34
N3 -3.28 4.72 0.75  -0.45
N4 -1.43 3.27 0.44  -0.39
H1 3.17 -6.30 -0.32  0.29
H2 3.24 -5.37 -1.82  0.31
H3 3.44 -7.12 -1.86  0.36
H4 1.12 -7.48 -1.19  0.34
H5 1.15 -6.44 -2.61  0.30
H6 -0.47 -5.73 -0.83  0.35
H7 0.88 -5.44 0.26  0.31
H8 0.46 -4.04 -2.41  0.26
H9 1.76 -3.71 -1.26  0.20
H10 -1.20 -3.41 -0.65  0.36
H11 0.12 -2.99 0.44  0.33
H12 -0.95 -1.05 -0.74  0.28
H13 -0.36 -1.69 -2.28  0.29
H14 1.38 -0.84 0.08  0.25
H15 1.98 -1.49 -1.45  0.25
H16 0.92 0.45 -2.64  0.41
H17 2.23 0.88 -1.53  0.35
H18 -0.76 1.15 -0.90  0.36
H19 0.34 2.46 -1.36  0.50
H20 -2.00 4.64 3.24  0.19
H21 -3.51 5.58 1.23  0.24
H22 -3.40 4.75 -0.25  0.26

Summary:
Largest force on an atom   0.9 eV/Å
E   -28560.1635 eV
HOMO level   -7.94 eV
SMILES   CCCCCCCCCSc1n[nH]c(N)n1
Total charge   0

=====

Formula: C11H22N6O4
Source: the Open Molecules 2025 dataset
Level of theory: the ωB97M-V functional and the def2-TZVPD basis

Each line ends with the Mulliken charge.
Positions of all 43 atoms, in Å:
H1 1.28 1.99 3.63  0.28
N1 2.24 2.32 3.82  -0.76
C1 3.07 1.62 3.19  0.40
N2 4.47 1.79 3.34  -0.53
N3 2.87 0.49 2.41  -0.11
C2 1.56 -0.18 2.24  -0.97
C3 1.72 -1.52 1.45  -0.93
C4 2.18 -1.24 0.02  -1.00
C5 1.25 -0.41 -0.86  0.44
N4 -0.03 -1.06 -1.11  0.03
C6 -1.10 -0.67 -0.46  -0.15
O1 -1.16 0.03 0.52  -0.59
C7 -2.44 -1.01 -1.26  0.34
N5 -2.62 -2.46 -1.46  -0.65
C8 -3.72 -0.53 -0.53  -1.02
C9 -4.08 0.92 -0.63  -0.41
C10 -3.78 1.38 -1.99  0.34
N6 -2.56 2.06 -2.06  -0.44
O2 -4.42 1.05 -2.99  -0.61
C11 1.95 0.09 -2.18  0.16
O3 2.94 0.86 -2.13  -0.60
O4 1.41 -0.29 -3.34  -0.45
H2 4.59 2.64 3.85  0.28
H3 4.91 1.73 2.43  0.23
H4 3.62 -0.25 2.55  0.31
H5 0.89 0.54 1.79  0.52
H6 1.19 -0.32 3.30  0.38
H7 2.54 -2.11 1.95  0.41
H8 0.83 -2.13 1.51  0.40
H9 3.18 -0.81 0.02  0.46
H10 2.25 -2.26 -0.42  0.35
H11 1.01 0.48 -0.27  0.31
H12 -0.18 -1.51 -1.99  0.31
H13 -2.46 -0.58 -2.27  0.60
H14 -2.45 -2.96 -0.60  0.28
H15 -2.01 -2.82 -2.22  0.28
H16 -4.61 -1.00 -1.04  0.27
H17 -3.65 -0.96 0.52  0.32
H18 -3.38 1.57 0.05  0.17
H19 -5.08 1.22 -0.35  0.45
H20 -1.86 1.80 -1.34  0.22
H21 -2.17 2.25 -2.98  0.27
H22 1.82 0.24 -4.10  0.39

Summary:
Largest force on an atom   4.4 eV/Å
E   -28895.2917 eV
HOMO level   -9.05 eV
SMILES   [H]/N=C(/N)NCCC[C@H](NC(=O)[C@@H](N)CCC(N)=O)C(=O)O
Total charge   0

=====

Formula: C11H22N6O5S2Sc
Source: the Open Molecules 2025 dataset
Level of theory: the ωB97M-V functional and the def2-TZVPD basis

Each line ends with the Mulliken charge.
Positions of all 47 atoms, in Å:
O1 -1.94 -0.28 -2.21  -0.41
H1 -1.74 -1.12 -2.68  0.31
Sc1 0.51 -0.02 0.07  0.35
N1 0.74 2.06 0.14  0.04
N2 -1.14 0.91 1.23  0.50
O2 1.94 2.56 -0.53  -0.66
O3 -1.97 0.20 2.14  -0.59
C1 -0.12 2.92 0.72  0.23
C2 -1.17 2.25 1.40  0.19
C3 0.01 4.39 0.64  -1.42
C4 -2.18 2.95 2.23  -1.43
H2 0.85 4.66 0.00  0.36
H3 0.16 4.86 1.62  0.28
H4 -0.91 4.81 0.20  0.31
H5 -2.82 2.25 2.78  0.37
H6 -2.81 3.59 1.60  0.28
H7 -1.69 3.61 2.95  0.29
H8 1.64 2.69 -1.45  0.34
H9 -2.14 -0.72 1.75  0.47
O4 1.40 -0.40 2.01  -0.36
H10 1.83 -1.28 2.02  0.30
H11 0.75 -0.36 2.74  0.33
C5 -3.18 0.27 -2.66  -0.77
H12 -3.91 -0.52 -2.88  0.31
H13 -3.04 0.89 -3.54  0.30
H14 -3.57 0.87 -1.83  0.25
O5 0.71 0.19 -2.01  -0.50
H15 -0.13 0.19 -2.54  0.38
H16 1.37 -0.47 -2.32  0.31
N3 3.86 0.34 -0.88  -0.30
C6 3.52 -0.95 -0.70  0.32
N4 2.26 -1.32 -0.46  0.27
C7 2.12 -2.72 -0.43  -0.54
C8 3.32 -3.39 -0.58  -0.46
S1 4.62 -2.27 -0.86  -0.16
C9 0.82 -3.21 -0.07  0.08
C10 0.46 -4.47 0.39  -0.47
S2 -1.17 -4.49 1.00  -0.12
C11 -1.31 -2.82 0.54  0.23
N5 -0.21 -2.24 0.06  0.43
N6 -2.46 -2.06 0.82  -0.36
H17 4.85 0.51 -1.01  0.23
H18 3.28 1.12 -0.55  0.24
H19 3.44 -4.47 -0.49  0.41
H20 1.14 -5.31 0.40  0.41
H21 -3.21 -2.62 1.24  0.30
H22 -2.78 -1.57 -0.02  0.15

Summary:
Largest force on an atom   3.7 eV/Å
E   -73306.9383 eV
HOMO level   -7.08 eV
Total charge   +1

=====

Question: Look up the total charge of the seventh one.
Answer: 0

=====

Repeat the fifth record exactly.
Formula: C11H22N4O4
Source: the Open Molecules 2025 dataset
Level of theory: the ωB97M-V functional and the def2-TZVPD basis

Each line ends with the Mulliken charge.
Positions of all 41 atoms, in Å:
N1 1.87 -2.70 -5.49  -0.57
C1 1.37 -2.83 -4.20  -0.50
C2 -0.13 -2.76 -3.93  -0.61
C3 -0.65 -2.60 -2.45  -0.65
C4 -0.36 -1.24 -1.64  -1.39
C5 -1.26 -1.12 -0.43  0.20
N2 -0.81 0.24 0.12  -0.18
C6 -1.36 0.82 1.18  0.44
O1 -2.32 0.21 1.77  -0.73
C7 -0.98 2.07 1.72  0.26
N3 -2.17 2.78 2.28  -0.72
C8 0.09 1.81 2.82  -0.80
C9 0.97 3.07 3.06  -0.54
C10 2.38 2.86 3.54  0.43
N4 2.61 3.76 4.62  -0.53
O2 3.47 2.26 3.08  -0.63
C11 -1.17 -2.19 0.54  0.63
O3 -0.34 -3.10 0.48  -0.62
O4 -2.10 -2.21 1.45  -0.56
H1 1.96 -1.67 -5.88  0.25
H2 1.15 -3.33 -5.95  0.28
H3 1.76 -3.91 -3.95  0.24
H4 1.79 -2.05 -3.46  0.33
H5 -0.66 -3.75 -4.30  0.29
H6 -0.54 -2.01 -4.88  0.24
H7 -0.30 -3.49 -1.68  0.28
H8 -1.83 -2.60 -2.41  0.35
H9 -0.29 -0.26 -2.12  0.42
H10 0.63 -1.29 -1.18  0.55
H11 -2.26 -0.83 -0.83  0.28
H12 0.05 0.65 -0.44  0.40
H13 -0.50 2.81 0.92  0.32
H14 -2.73 1.96 2.70  0.32
H15 -2.65 3.35 1.65  0.25
H16 0.71 0.71 2.42  0.32
H17 -0.28 1.42 3.78  0.37
H18 0.35 3.66 3.80  0.25
H19 0.97 3.77 2.22  0.41
H20 2.08 4.75 4.61  0.27
H21 3.55 4.13 4.87  0.29
H22 -2.08 -1.15 1.61  0.37

Summary:
Largest force on an atom   6.8 eV/Å
E   -25909.8308 eV
HOMO level   -9.22 eV
SMILES   NCCCC[C@H](NC(=O)[C@@H](N)CCC(N)=O)C(=O)O
Total charge   0